Record 1
The molecule C26H22F2O4 in a non-equilibrium geometry. Source: OMol25; level of theory: ωB97M-V with the def2-TZVPD basis set.

Each line ends with the Löwdin charge.
CARTESIAN COORDINATES (ANGSTROEM)
F  2.8176  -1.2596  -3.3313  0.025
C  1.4804  -1.0968  -3.0066  -0.222
C  0.5836  -1.0286  -4.0578  -0.005
C  -0.7727  -1.0274  -3.6713  -0.056
C  -1.1307  -1.0340  -2.3049  -0.045
C  -0.1869  -0.9033  -1.2548  -0.181
C  -0.5668  -0.6587  0.2424  -0.047
C  -0.5510  -2.1819  0.8096  -0.133
C  -1.5846  -2.5787  1.7055  -0.044
C  -1.6088  -3.8188  2.3680  -0.059
C  -0.6458  -4.8031  2.1140  -0.006
C  0.2924  -4.4597  1.1415  -0.223
F  1.1657  -5.4679  0.7569  0.021
C  0.2855  -3.2447  0.4433  0.040
C  1.1156  -1.1482  -1.6534  -0.020
H  0.9288  -1.1286  -5.0865  0.122
H  -1.5237  -0.9992  -4.4589  0.107
H  -2.2081  -0.9457  -2.0877  0.110
H  -1.7227  -0.6441  0.0997  0.132
H  -2.2965  -1.8188  1.9952  0.108
H  -2.3820  -4.0235  3.1462  0.121
H  -0.6899  -5.8065  2.5325  0.120
H  1.0285  -3.1694  -0.3577  0.118
H  1.8932  -1.3054  -0.9204  0.106
C  2.5504  0.9186  0.1101  0.021
C  2.3867  0.7047  1.5908  -0.536
C  3.6901  0.5386  2.3311  0.024
O  1.7906  1.8699  2.1265  0.073
C  0.5098  2.0526  1.6412  -0.292
O  0.0388  3.1147  2.0421  0.112
C  -0.3155  0.7461  1.0967  -0.081
C  -1.7313  1.4280  1.1591  -0.081
C  -1.8652  2.3859  -0.0202  -0.194
C  -2.1446  1.9096  -1.3065  -0.042
C  -1.9497  2.7136  -2.4386  -0.074
C  -1.5990  4.0561  -2.2885  -0.096
C  -1.4815  4.5850  -1.0099  -0.076
C  -1.6514  3.7754  0.1197  -0.036
C  0.1961  -0.0882  2.2677  -0.412
O  -0.4045  -0.4246  3.2597  0.184
O  1.5519  -0.4340  2.0076  0.058
H  1.5640  0.9381  -0.3664  0.081
H  3.0691  1.8816  -0.0600  0.125
H  3.1638  0.1255  -0.3208  0.094
H  3.5148  0.3467  3.3696  0.090
H  4.2253  -0.3307  1.8843  0.110
H  4.3161  1.4420  2.2015  0.110
H  -2.5171  0.6611  1.0771  0.120
H  -1.8423  1.9670  2.1122  0.133
H  -2.4946  0.8793  -1.4248  0.084
H  -2.0711  2.2733  -3.4320  0.103
H  -1.4176  4.6778  -3.1592  0.100
H  -1.2348  5.6334  -0.8478  0.105
H  -1.5684  4.2057  1.1146  0.108

Cartesian forces (eV/Å) of the 3 atoms listed first:
-1.07 0.21 0.52
0.67 -0.90 -0.08
-0.57 -0.33 0.90

## Properties
Lowest unoccupied orbital energy = 0.0055 hartree
Total energy = -1504.5107 Ha
Relative energy (zero: lowest compared OMol25 entry of this formula, charge and spin) = 1.0564 eV
Structure (SMILES) = CC1(C)OC(=O)C(Cc2ccccc2)(C(c2cccc(F)c2)c2cccc(F)c2)C(=O)O1
Molar mass = 436.45 Da


Record 2
A cluster of 2 separate species, C3H6N2O in total in a non-equilibrium geometry. Source: OMol25; level of theory: ωB97M-V with the def2-TZVPD basis set.

Each line ends with the Löwdin charge.
CARTESIAN COORDINATES (ANGSTROEM)
C  -0.3563  -0.8903  0.0196  -0.470
C  0.9235  -0.1218  0.4402  -0.048
C  0.0799  1.1423  0.1231  -0.179
N  -0.9677  0.2804  -0.2437  0.072
N  -0.7216  -2.0708  -0.0864  0.168
O  -2.7286  0.8383  0.5329  -0.055
H  1.0564  -0.1330  1.4649  0.079
H  1.8852  -0.3316  -0.0555  0.119
H  -0.2210  1.9557  0.8495  0.147
H  0.5425  1.5737  -0.7171  0.090
H  0.0595  -2.6613  0.2285  0.072
H  -2.9041  -0.0988  0.3694  0.006

Cartesian forces (eV/Å) of the 3 atoms listed first:
1.74 0.67 1.30
-0.02 0.21 -0.88
0.91 0.91 1.30

## Properties
Lowest unoccupied orbital energy (alpha / beta) = -0.0636 / -0.0379 hartree
Total energy = -302.4669 Ha
Relative energy (zero: lowest compared OMol25 entry of this formula, charge and spin) = 6.1544 eV
Molar mass = 86.09 Da


Record 3
A structure of composition C29H72N3O5P3SSi2 in a non-equilibrium geometry. Source: OMol25; level of theory: ωB97M-V with the def2-TZVPD basis set.

Each line ends with the Löwdin charge.
CARTESIAN COORDINATES (ANGSTROEM)
C  -2.8889  0.2286  3.9438  -0.101
C  -2.1885  0.0881  2.5637  -0.254
C  -0.7096  -0.2453  2.8199  -0.250
C  0.0780  -0.8116  1.5998  -0.230
Si  -0.2504  0.0367  -0.0515  0.523
C  -0.4393  1.8965  0.3102  -0.197
C  -1.5659  2.5938  -0.5125  -0.239
C  -2.6918  3.2159  0.3317  -0.412
C  -3.5793  4.0195  -0.6717  -0.086
C  -2.1813  4.2242  1.3953  -0.067
C  1.3115  -0.0941  -1.1519  -0.248
C  1.0456  0.0052  -2.6826  -0.261
P  0.6743  1.6685  -3.2871  0.547
O  1.0972  2.7714  -2.4183  -0.243
O  -0.9024  1.6378  -3.6488  -0.224
C  -1.2885  2.4867  -4.7520  -0.240
C  -2.8304  2.6188  -4.6835  -0.052
O  1.4471  1.7801  -4.7282  -0.220
C  2.0380  3.0661  -4.9652  -0.300
C  2.3907  3.1173  -6.4542  -0.076
O  -1.6370  -0.4861  -0.8872  -0.276
Si  -1.9278  -2.1279  -1.0576  0.381
C  -2.7445  -2.9307  0.4555  -0.249
C  -4.2453  -2.5752  0.5755  -0.308
C  -4.8424  -3.3475  1.7778  -0.101
P  -0.1842  -3.3663  -1.7245  0.249
S  1.0046  -3.9266  -0.2710  0.071
C  -3.2142  -2.2512  -2.4609  -0.384
C  -2.5205  -2.1515  -3.8537  -0.120
C  -4.0745  -0.9496  -2.3294  -0.261
C  -5.4660  -1.0844  -2.9637  -0.233
C  -6.2474  0.2471  -2.6982  -0.096
H  -3.0962  -0.7381  4.4078  0.068
H  -3.7825  0.8537  3.8658  0.065
H  -2.1974  0.7632  4.6066  0.071
H  -2.3072  1.0592  2.0813  0.073
H  -2.7233  -0.6701  1.9880  0.077
H  -0.6769  -0.9712  3.6398  0.110
H  -0.1961  0.6615  3.1574  0.102
H  -0.0535  -1.8984  1.5950  0.033
H  1.1457  -0.6472  1.8118  0.078
H  0.5101  2.3809  0.0628  0.068
H  -0.6122  2.0960  1.3715  0.058
H  -2.0347  1.9620  -1.2722  0.077
H  -1.0987  3.4279  -1.0511  0.107
H  -3.3711  2.4649  0.7487  0.117
H  -3.6752  3.4605  -1.6098  0.056
H  -3.1062  4.9823  -0.8802  0.075
H  -4.5864  4.1687  -0.2707  0.076
H  -1.1052  4.3939  1.3151  0.079
H  -2.4784  3.8875  2.3924  0.071
H  -2.6580  5.1944  1.2293  0.065
H  1.9351  0.7645  -0.8710  0.072
H  1.9063  -0.9819  -0.9146  0.053
H  0.1690  -0.6145  -2.9090  0.025
H  1.8691  -0.4612  -3.2302  0.098
H  -1.0745  1.9306  -5.6670  0.116
H  -0.8188  3.4701  -4.7353  0.111
H  -3.1571  3.6592  -4.6713  0.075
H  -3.1449  2.1956  -3.7230  0.052
H  -3.3189  2.0167  -5.4497  0.072
H  1.3714  3.9018  -4.7448  0.102
H  2.9658  3.2121  -4.4074  0.118
H  1.5040  3.1257  -7.0919  0.072
H  3.0029  2.2456  -6.7039  0.076
H  2.9965  4.0005  -6.6771  0.076
H  -2.6951  -4.0118  0.2630  0.089
H  -2.2715  -2.6437  1.3949  0.061
H  -4.8151  -2.7845  -0.3331  0.088
H  -4.3939  -1.5101  0.7905  0.093
H  -5.7272  -2.8581  2.1875  0.070
H  -5.0361  -4.3836  1.4872  0.073
H  -4.0782  -3.3781  2.5617  0.068
H  -0.7597  -4.5309  -2.3076  -0.042
H  0.5801  -2.7812  -2.7599  -0.051
H  -3.8205  -3.1588  -2.3921  0.105
H  -1.6313  -1.5129  -3.7942  0.049
H  -2.2657  -3.1284  -4.2742  0.071
H  -3.1935  -1.6490  -4.5570  0.069
H  -3.5511  -0.1708  -2.9001  0.102
H  -4.1354  -0.5777  -1.3043  0.082
H  -6.0356  -1.8733  -2.4632  0.100
H  -5.4177  -1.2313  -4.0441  0.101
H  -7.3019  0.0026  -2.5549  0.064
H  -6.1112  0.9509  -3.5212  0.065
H  -5.8667  0.6982  -1.7783  0.063
O  3.1976  -1.7559  3.5913  -0.307
P  4.6520  -1.4773  3.8883  0.703
N  4.6870  0.1780  3.3864  -0.301
C  5.8324  0.9062  2.8775  -0.135
C  3.7992  1.0617  4.1426  -0.137
N  5.3171  -2.4955  2.6669  -0.330
C  6.3134  -2.0653  1.7046  -0.148
C  4.4036  -3.4338  2.0218  -0.139
N  6.2152  -1.4067  4.6836  -0.273
C  6.7479  -2.7420  5.0631  -0.129
C  6.1800  -0.6356  5.9517  -0.133
H  6.5923  1.1368  3.6383  0.076
H  5.5034  1.8580  2.4548  0.081
H  6.3248  0.3923  2.0571  0.048
H  4.1424  1.2274  5.1731  0.064
H  2.7928  0.6439  4.1959  0.065
H  3.7111  2.0370  3.6624  0.078
H  5.8826  -1.4128  0.9345  0.083
H  6.7487  -2.9308  1.1969  0.078
H  7.1552  -1.5639  2.1841  0.070
H  3.7601  -2.9393  1.2851  0.065
H  3.7720  -3.9305  2.7535  0.072
H  4.9601  -4.2262  1.5141  0.080
H  6.0615  -3.2826  5.7210  0.086
H  7.7038  -2.6251  5.5765  0.080
H  6.9450  -3.3637  4.1960  0.069
H  5.3910  -0.9844  6.6233  0.087
H  6.0320  0.4283  5.7703  0.057
H  7.1335  -0.7168  6.4721  0.080

Cartesian forces (eV/Å) of the 3 atoms listed first:
0.49 0.43 -0.38
-0.28 0.17 1.40
-0.11 -0.14 -0.89

## Properties
Lowest unoccupied orbital energy = 0.0129 hartree
Total energy = -3690.0245 Ha
Molar mass = 724.07 Da